# C39H45N7O4

A cluster of 7 separate species, C39H45N7O4 in total (ωB97M-V/def2-TZVPD, OMol25).

```
95
Properties=species:S:1:pos:R:3:forces:R:3
C -1.259243 -1.435513 1.289797 0.246 0.219 -0.092
C -0.098428 -1.031401 0.379426 -0.134 -0.427 0.347
N 0.743210 0.014130 0.992083 0.087 0.464 -1.008
C 2.194217 -0.142158 0.870950 0.062 -0.122 0.196
C 2.931711 -0.068693 2.223788 -0.027 0.071 0.081
C 2.044070 -0.485747 3.366495 0.204 -0.215 0.151
C 2.685808 -0.792395 4.700708 -0.040 0.372 0.133
O 1.534950 -0.693386 5.571543 0.144 -0.057 -0.058
C 0.676152 0.178266 4.990332 0.077 -0.104 -0.163
O -0.362305 0.528019 5.437523 -0.110 0.139 0.479
O 1.166062 0.578617 3.793874 -0.229 -0.227 -0.299
C 0.209019 1.286065 0.872804 0.742 -0.159 -0.055
C 1.112748 2.479538 1.061722 0.119 -0.163 -0.085
O -0.962070 1.444026 0.602645 0.582 -0.229 -1.469
H -0.926978 -1.366625 2.330478 -0.097 -0.153 0.000
H -1.572250 -2.455647 1.061520 -0.073 0.092 0.022
H -2.091895 -0.750192 1.152271 -0.079 -0.156 0.062
H 0.527659 -1.904460 0.187957 0.059 0.107 0.072
H -0.474464 -0.697138 -0.591515 -0.001 0.062 0.064
H 2.622178 0.577679 0.167592 0.001 -0.041 0.060
H 2.374599 -1.130758 0.448794 -0.075 0.037 -0.020
H 3.785267 -0.754078 2.204531 0.029 0.108 -0.033
H 3.318936 0.933874 2.423354 0.004 -0.061 0.039
H 1.407321 -1.334784 3.084693 0.054 0.069 -0.111
H 3.157585 -1.765399 4.805684 -0.178 -0.044 0.001
H 3.377475 0.009331 4.980893 0.127 -0.164 -0.041
H 2.044684 2.287672 1.583225 -0.115 0.047 0.084
H 0.564208 3.254417 1.591871 -0.027 0.013 -0.061
H 1.364050 2.841056 0.059322 -0.070 0.118 0.076
C 3.601338 5.405411 5.787368 0.002 0.001 -0.015
C 2.870620 4.228843 5.812187 0.003 0.008 0.010
C 2.605400 3.589068 4.610237 -0.040 0.028 -0.003
N 3.015484 4.044594 3.427623 0.071 -0.028 0.016
C 3.712150 5.179189 3.418218 0.008 -0.014 -0.016
C 4.031170 5.893191 4.563458 -0.011 0.000 0.018
H 3.826973 5.935564 6.703623 0.001 -0.001 0.000
H 2.504255 3.813980 6.741456 -0.006 -0.006 -0.006
H 2.024931 2.674030 4.587747 -0.002 0.022 0.001
H 4.028194 5.535320 2.443669 0.014 0.004 0.008
H 4.600142 6.810134 4.492857 -0.003 0.001 -0.007
C -0.006082 -6.731060 -1.631257 0.016 0.011 -0.007
C 0.524136 -6.200990 -0.465668 0.004 -0.004 -0.011
C 0.222019 -4.886188 -0.142810 -0.019 -0.006 -0.008
N -0.551103 -4.102902 -0.890530 0.032 -0.024 0.014
C -1.057458 -4.624983 -2.005068 -0.022 0.019 -0.044
C -0.813120 -5.926370 -2.419760 0.002 -0.006 0.006
H 0.207612 -7.751981 -1.920353 -0.001 0.001 0.001
H 1.159568 -6.790406 0.181121 -0.002 0.004 0.004
H 0.618054 -4.437454 0.763371 0.002 -0.013 0.007
H -1.676343 -3.962555 -2.600798 -0.023 -0.016 0.010
H -1.245496 -6.295059 -3.340219 -0.021 -0.001 0.012
C -2.412217 2.120382 2.506695 -0.191 -0.158 0.833
C -3.240863 2.747833 1.589766 -0.086 0.108 0.020
C -4.192183 3.641274 2.060085 0.098 -0.099 0.013
N -4.359461 3.930856 3.348768 -0.053 0.043 0.089
C -3.555781 3.319113 4.217385 -0.029 0.060 -0.012
C -2.570611 2.412460 3.852578 -0.176 0.186 0.076
H -1.654436 1.417861 2.180933 -0.810 0.274 0.650
H -3.152627 2.550862 0.529362 0.108 0.036 0.111
H -4.854405 4.152771 1.369146 -0.019 0.011 -0.024
H -3.710075 3.568665 5.261873 -0.007 0.015 0.020
H -1.943202 1.954420 4.607483 -0.073 -0.006 -0.102
C 1.527031 -3.852870 -5.038367 0.004 -0.009 -0.005
C 1.694430 -3.223278 -3.816343 0.046 -0.008 0.030
C 2.573818 -2.152868 -3.740788 -0.016 0.012 -0.021
N 3.266482 -1.692867 -4.780002 0.015 0.004 -0.001
C 3.094742 -2.308976 -5.947852 0.048 -0.016 0.007
C 2.243933 -3.388343 -6.129648 -0.025 0.003 0.009
H 0.848880 -4.691240 -5.137443 -0.001 0.002 0.003
H 1.159668 -3.551560 -2.936092 -0.001 0.027 0.005
H 2.725557 -1.633639 -2.800314 -0.008 -0.007 0.007
H 3.666935 -1.914495 -6.780800 -0.011 -0.020 -0.012
H 2.144713 -3.846138 -7.104417 0.002 0.008 -0.003
C 1.634010 1.550391 -8.859687 -0.002 -0.006 -0.002
C 2.155607 1.002876 -7.699079 0.018 -0.008 -0.004
C 1.276763 0.573218 -6.714856 -0.059 0.020 0.054
N -0.047807 0.659110 -6.824438 0.004 -0.003 -0.015
C -0.535141 1.187425 -7.944405 -0.002 -0.010 0.003
C 0.257431 1.645312 -8.986917 0.008 -0.001 -0.002
H 2.287225 1.898502 -9.649705 0.000 0.000 0.001
H 3.223264 0.909723 -7.550549 -0.001 0.002 0.012
H 1.653003 0.143583 -5.793467 0.015 0.020 -0.025
H -1.616199 1.248268 -8.009736 0.003 0.004 -0.011
H -0.197036 2.065980 -9.873690 -0.007 0.001 0.005
C -7.042545 -0.039917 1.419603 0.023 0.033 -0.032
C -6.446355 -1.253823 1.721520 0.030 0.000 -0.001
C -5.195947 -1.525546 1.185784 -0.007 0.022 0.028
N -4.536535 -0.685032 0.393199 -0.007 0.028 -0.060
C -5.117773 0.478328 0.112158 -0.058 -0.085 0.009
C -6.364677 0.846551 0.597998 -0.011 -0.019 -0.013
H -8.016029 0.211779 1.820735 0.008 0.009 -0.002
H -6.934378 -1.975367 2.362612 0.006 -0.004 0.002
H -4.693028 -2.461177 1.408125 -0.014 -0.008 -0.001
H -4.552623 1.148422 -0.526346 -0.066 -0.041 -0.017
H -6.788276 1.807476 0.338302 0.015 0.003 0.020
```
Forces are in eV/Å.

## Properties
- total charge = 0
- E_LUMO (eV) = 0.39
- HOMO energy (eV) = -8.543
- calculated total energy (eV) = -59792.633
- 2S+1 = 1

Results of the Löwdin charge analysis, in e, for atoms 1 through 4: number 1, C, carries -0.06; number 2, C, carries -0.20; number 3, N, carries -0.06; number 4, C, carries -0.14

---

# C42H52GeLaN6O8Se2

A structure of composition C42H52GeLaN6O8Se2 (ωB97M-V/def2-TZVPD, OMol25).

```
112
Properties=species:S:1:pos:R:3:forces:R:3
La 1.362881 -1.436698 0.120674 -0.900 0.197 -1.001
C -0.022683 1.375315 3.215808 0.773 0.202 -0.472
C -0.264779 -0.072232 3.252823 -0.542 0.220 -0.391
N 0.353290 -0.982265 2.519247 -0.571 -1.053 1.448
C -0.111457 -2.236779 3.018447 -0.650 2.583 0.355
C -1.095012 -1.969626 3.972691 1.098 -0.708 -0.534
N -1.182424 -0.606605 4.087796 0.674 -0.823 -0.283
C -1.867868 -2.838204 4.872477 -2.054 -0.870 2.087
O -1.824641 -4.165614 4.627585 0.733 1.459 0.157
O -2.563948 -2.355677 5.787622 1.711 -0.841 -2.431
C 0.528876 -3.453904 2.523628 -0.532 -3.014 0.253
O 0.188845 -4.570808 3.040080 0.778 2.150 -0.994
O 1.385622 -3.318908 1.567019 -0.569 -0.659 1.495
H 0.380730 1.583845 2.209396 -0.259 0.348 0.466
H 0.727041 1.620212 3.984740 -0.152 0.064 -0.290
H -0.927721 1.937261 3.427513 -0.005 0.097 -0.185
H -1.767822 -0.137174 4.769710 0.105 -0.107 -0.100
H -1.005709 -4.396420 4.047576 -0.581 0.152 0.128
C 3.267134 -4.743744 -0.712210 0.651 -0.959 -0.325
Se 1.961898 -4.715165 -2.184482 0.149 0.884 -0.020
C 2.916645 -4.049663 -3.827741 -0.792 -0.109 -0.226
C 4.259369 -3.388355 -3.764456 0.934 0.107 -0.489
Se 4.258225 -1.613624 -2.898585 0.235 -0.475 0.146
C 6.072875 -1.703151 -2.150338 0.146 0.864 -0.109
H 3.509223 -5.814776 -0.552335 -0.033 0.712 0.025
H 2.774768 -4.368102 0.195971 0.358 0.030 -0.435
H 4.204619 -4.224825 -1.000647 -0.715 -0.058 0.326
H 2.205153 -3.353745 -4.292295 -0.024 -0.259 0.229
H 2.957887 -4.937480 -4.464257 0.148 0.164 0.059
H 4.644861 -3.180014 -4.791605 -0.573 -0.289 0.595
H 5.011934 -4.056132 -3.336393 -0.067 0.271 0.377
H 6.406850 -0.660457 -2.037050 -0.126 -0.283 -0.150
H 6.840969 -2.222341 -2.746142 -0.667 0.045 0.119
H 5.971986 -2.096235 -1.155367 0.265 -0.486 0.338
O 1.296165 -0.087429 -1.822301 -0.722 0.302 -0.034
C 0.382285 0.724188 -1.426631 0.013 0.209 -1.665
O -0.142570 0.681043 -0.274158 0.910 -0.176 -0.613
C -0.086648 1.752948 -2.490708 -0.908 -1.442 -1.270
C 0.182105 3.164888 -2.065512 -0.905 1.153 0.001
Ge -1.552883 4.016612 -1.603258 1.245 0.514 0.553
C -2.431955 4.455227 -3.245384 -1.341 0.411 -1.756
C -3.783768 4.148350 -3.567314 1.112 0.041 -0.018
C -4.244743 4.072644 -4.887972 1.065 0.415 0.140
C -3.369431 4.398807 -5.955129 0.168 -0.079 1.742
C -2.082928 4.884355 -5.635985 -1.342 -0.579 -0.027
C -1.653514 4.927346 -4.320753 0.793 -0.349 0.866
C -2.662742 2.899731 -0.450321 0.085 0.044 0.516
C -2.536808 3.027333 0.950591 -0.061 0.112 -0.818
C -3.399105 2.373787 1.809433 0.482 -0.641 -0.776
C -4.329300 1.463224 1.308476 -0.370 0.272 0.559
C -4.507388 1.393768 -0.060776 -0.195 -0.891 -0.342
C -3.664521 2.061032 -0.930636 0.010 0.429 -0.401
C -1.001417 5.581699 -0.555537 -0.808 0.142 0.199
C -1.731470 6.765604 -0.729810 0.236 0.056 -0.338
C -1.579455 7.856345 0.097341 0.785 0.323 0.110
C -0.616061 7.796222 1.098285 -0.614 -1.105 -0.263
C 0.086488 6.604314 1.332038 0.092 0.404 0.337
C -0.100328 5.496377 0.522904 -0.544 -0.001 -0.796
H -1.198140 1.542576 -2.616099 1.046 0.236 0.233
H 0.309885 1.604293 -3.552205 -0.089 -0.433 1.726
H 0.725911 3.778275 -2.813863 -0.356 -0.452 0.459
H 0.720252 3.201028 -1.136932 0.564 0.005 0.409
H -4.458288 3.929224 -2.755420 -0.199 -0.210 0.020
H -5.258166 3.713361 -4.987188 -0.072 0.115 -0.564
H -3.638133 4.239079 -6.980346 -0.245 0.098 -0.302
H -1.423752 5.130281 -6.439571 0.372 0.302 -0.291
H -0.623707 5.252568 -4.084656 -0.537 -0.173 -0.386
H -1.741263 3.633583 1.373519 -0.218 0.167 -0.094
H -3.250591 2.540610 2.846991 -0.155 -0.108 0.914
H -4.917783 0.852322 2.003816 0.003 0.392 -0.376
H -5.279070 0.782129 -0.529907 0.100 -0.059 0.447
H -3.847515 1.930406 -2.003980 0.226 0.141 0.424
H -2.387433 6.949585 -1.568528 -0.257 -0.654 -0.197
H -2.145674 8.770091 -0.107307 0.223 -0.315 0.248
H -0.525603 8.638870 1.725076 0.457 0.740 0.775
H 0.761274 6.526884 2.182978 -0.025 0.173 -0.181
H 0.423639 4.550080 0.695585 -0.045 0.407 0.105
C 4.955034 2.112587 0.873703 0.140 1.321 -0.520
N 4.792306 0.789005 1.435191 1.261 -0.523 0.817
C 5.734113 0.314723 2.329661 -1.678 -2.263 -0.371
C 5.609991 -0.972840 2.842054 -0.285 1.547 -0.953
C 4.517420 -1.788053 2.360858 0.103 1.040 -0.013
N 3.722068 -1.309878 1.378912 0.194 -0.837 0.789
C 3.780255 -0.034987 1.003242 -1.175 1.983 -0.690
O 2.842989 0.480344 0.293777 2.053 -0.804 1.242
N 4.209302 -2.971256 2.889984 1.014 0.088 0.687
H 5.213058 2.868872 1.633745 -0.160 -0.567 0.004
H 4.008825 2.433085 0.412724 0.527 -0.291 0.049
H 5.785292 2.125631 0.140843 -0.594 -0.112 0.167
H 6.524022 0.988546 2.576836 0.305 0.283 0.274
H 6.269033 -1.294320 3.618746 0.295 -0.269 0.197
H 4.758967 -3.362388 3.680707 -0.851 0.488 -1.112
H 3.307101 -3.340097 2.634586 -0.187 -0.472 -0.064
O -0.923477 -2.232382 -0.398941 -0.104 -0.366 0.347
C -1.851093 -3.014463 -0.100560 -0.398 -0.510 -0.247
C -2.113909 -4.303060 -0.854010 0.722 0.897 -0.989
C -1.934202 -5.552221 -0.021779 0.165 -0.714 1.395
C -3.187749 -5.920450 0.787525 -0.719 -0.638 0.203
C -3.741901 -4.908861 1.828721 0.010 0.358 -0.814
C -3.901972 -3.463124 1.258877 -1.259 -1.166 -0.467
N -2.705189 -2.742940 0.885404 0.581 1.317 0.538
H -1.436677 -4.298789 -1.728868 -0.185 0.015 0.515
H -3.124967 -4.201178 -1.274053 0.033 -0.301 0.167
H -1.072073 -5.461270 0.702645 -0.599 0.017 -0.906
H -1.744559 -6.417216 -0.677050 0.165 0.414 0.161
H -3.036266 -6.885378 1.314327 0.176 0.527 -0.211
H -3.980258 -6.175679 0.051299 0.197 0.396 0.320
H -3.159229 -4.914966 2.750778 0.141 0.132 -0.139
H -4.758901 -5.241889 2.108315 0.417 0.181 -0.107
H -4.451102 -2.836761 1.977199 0.279 -0.208 -0.227
H -4.543593 -3.547058 0.343486 0.264 0.109 0.705
H -2.636134 -1.792859 1.265375 0.225 -0.566 -0.195
```
Forces are in eV/Å.

## Properties
- total charge = +1
- relative energy (zero: lowest compared OMol25 entry of this formula, charge and spin) (kcal/mol) = 51.30
- E_LUMO (eV) = -2.99
- HOMO energy (eV) = -10.378
- calculated total energy (eV) = -257789.082
- 2S+1 = 1

Results of the Löwdin charge analysis, in e, for atoms 1 through 4: number 1, La, carries 2.16; number 2, C, carries 0.02; number 3, C, carries -0.35; number 4, N, carries 0.07

---

# C3H5F

A cluster of 2 separate species, C3H5F in total (ωB97M-V/def2-TZVPD, OMol25).

```
9
Properties=species:S:1:pos:R:3:forces:R:3
C 1.229598 0.780034 1.166575 1.409 -1.160 -0.659
C 0.703955 -0.361160 0.710812 -1.986 3.830 -0.263
C -1.384172 -0.326526 -1.127976 -0.223 -0.828 -0.649
F 1.015648 -1.579015 0.707584 1.231 -2.021 0.078
H 2.334833 0.838171 1.407547 -1.362 -0.240 0.138
H 0.706801 1.726933 1.075687 -0.071 -0.392 -0.094
H -1.273972 -1.449647 -1.440511 -0.303 2.289 0.930
H -2.336394 -0.007191 -0.568728 1.782 -0.632 -0.874
H -0.996296 0.378401 -1.930989 -0.477 -0.846 1.394
```
Forces are in eV/Å.

## Properties
- total charge = 0
- relative energy (zero: lowest compared OMol25 entry of this formula, charge and spin) (kcal/mol) = 108.21
- E_LUMO (alpha / beta) (eV) = 0.20 / 0.17
- HOMO energy (alpha / beta) (eV) = -8.990 / -8.988
- calculated total energy (eV) = -5903.939
- 2S+1 = 1

Results of the natural (NBO) charge analysis, in e, for atoms 1 through 4: number 1, C, carries -0.65; number 2, C, carries 0.51; number 3, C, carries -0.58; number 4, F, carries -0.30

---

Q: The highest calculated total energy belongs to which entry?
A: C3H5F